(1)
Here is a structure of composition C33H55N5O2PPdS in a non-equilibrium geometry from OMol25. Energies are from wB97M-V/def2-TZVPD.

The calculation puts the strongest force on any atom at 1.56 eV Å⁻¹. The calculation puts the lowest unoccupied orbital energy (alpha / beta) at -9.17 / -11.96 eV. The energy above the lowest of the compared OMol25 structures with the same formula, charge and spin is 68.2 kJ/mol. Its total energy is -70236.6383 eV.

```
! wB97M-V def2-TZVPD RIJCOSX def2/J DEFGRID3
* xyz 3 5
Pd 0.040 0.464 -0.410
C 1.516 3.881 4.589
C 0.720 2.594 4.810
N 1.130 1.531 3.887
C 0.724 1.425 2.631
S 1.319 0.050 1.715
N -0.133 2.328 2.171
N -0.614 2.184 0.976
C -1.431 3.114 0.505
C -1.579 4.450 1.137
C -2.229 2.720 -0.639
C -3.159 3.580 -1.224
C -3.952 3.106 -2.258
C -3.818 1.786 -2.651
C -2.861 0.989 -2.014
N -2.080 1.444 -1.058
H 1.164 4.632 5.294
H 1.370 4.259 3.577
H 2.580 3.725 4.760
H -0.343 2.773 4.656
H 0.877 2.214 5.817
H 1.804 0.844 4.215
H -0.955 4.527 2.021
H -2.621 4.619 1.417
H -1.303 5.238 0.433
H -3.270 4.596 -0.872
H -4.671 3.757 -2.738
H -4.431 1.371 -3.439
H -2.714 -0.047 -2.289
C 0.015 -4.279 -3.588
N -0.602 -3.030 -3.141
C -1.832 -2.621 -3.813
C -0.083 -2.293 -2.168
C 1.102 -2.846 -1.428
O -0.593 -1.185 -1.846
H -0.449 -4.580 -4.521
H -0.126 -5.081 -2.861
H 1.081 -4.155 -3.772
H -2.440 -3.502 -4.007
H -1.616 -2.123 -4.759
H -2.387 -1.948 -3.170
H 0.832 -3.782 -0.936
H 1.417 -2.119 -0.683
H 1.931 -3.067 -2.098
C -4.152 -4.621 5.721
C -3.390 -3.885 4.673
C -3.684 -2.561 4.352
C -3.018 -1.882 3.350
C -3.406 -0.462 3.064
C -1.992 -2.562 2.629
C -1.293 -1.956 1.532
O -1.443 -0.811 1.078
C -1.660 -3.904 2.966
C -0.572 -4.675 2.267
C -2.360 -4.526 3.977
H -4.828 -3.972 6.272
H -3.474 -5.113 6.419
H -4.742 -5.418 5.260
H -4.467 -2.050 4.901
H -4.165 -0.122 3.765
H -3.798 -0.365 2.051
H -2.542 0.202 3.131
H -0.567 -2.624 1.038
H -0.848 -4.900 1.234
H -0.407 -5.625 2.770
H 0.378 -4.138 2.261
H -2.112 -5.547 4.240
C 1.988 -0.089 -4.289
C 3.045 0.314 -3.256
C 4.041 -0.816 -3.010
P 2.255 1.029 -1.723
C 3.593 1.311 -0.452
C 4.808 2.109 -0.933
C 4.037 -0.018 0.188
C 1.653 2.713 -2.291
C 0.347 2.585 -3.098
C 2.645 3.548 -3.104
H 2.461 -0.673 -5.078
H 1.524 0.774 -4.762
H 1.199 -0.699 -3.844
H 3.605 1.174 -3.633
H 3.565 -1.716 -2.620
H 4.841 -0.527 -2.335
H 4.506 -1.071 -3.962
H 3.072 1.906 0.309
H 5.237 1.703 -1.848
H 5.579 2.056 -0.162
H 4.577 3.159 -1.086
H 4.887 -0.448 -0.334
H 3.245 -0.771 0.194
H 4.355 0.153 1.218
H 1.452 3.235 -1.347
H 0.564 2.540 -4.164
H -0.287 3.460 -2.943
H -0.219 1.691 -2.848
H 2.811 3.118 -4.092
H 3.607 3.678 -2.619
H 2.222 4.543 -3.255
*
```

Need the Löwdin charges? In units of e they are: 0.74, -0.04, -0.17, 0.11, -0.63, 0.95, 0.08, 0.00, -0.16, 0.02, -0.22, 0.05, 0.01, 0.03, -0.08, 0.07, 0.10, 0.07, 0.09, 0.13, 0.14, 0.16, 0.08, 0.12, 0.12, 0.13, 0.14, 0.13, 0.10, 0.00, -0.12, 0.00, -0.48, 0.02, -0.12, 0.10, 0.11, 0.10, 0.11, 0.11, 0.07, 0.10, 0.05, 0.08, -0.02, -0.21, 0.02, -0.17, -0.03, -0.10, -0.21, -0.12, -0.19, -0.04, 0.02, 0.09, 0.10, 0.11, 0.13, 0.09, 0.09, 0.07, 0.10, 0.09, 0.09, 0.08, 0.13, -0.08, -0.49, -0.08, 1.09, -0.55, -0.08, -0.16, -0.52, -0.12, -0.09, 0.10, 0.07, 0.06, 0.10, 0.07, 0.06, 0.10, 0.08, 0.09, 0.10, 0.07, 0.08, 0.01, 0.08, 0.09, 0.08, 0.09, 0.03, 0.09, 0.06, 0.10

***

(2)
Here is a cluster of 3 separate species, C4H6O2 in total from OMol25. Energies are from wB97M-V/def2-TZVPD.

The calculation puts the strongest force on any atom at 0.76 eV Å⁻¹. The calculation puts the lowest unoccupied orbital energy at 0.69 eV. The energy above the lowest of the compared OMol25 structures with the same formula, charge and spin is 406.5 kJ/mol. Its total energy is -8336.2481 eV. As for the SMILES: C#C.C=O.C=O.

```
! wB97M-V def2-TZVPD RIJCOSX def2/J DEFGRID3
* xyz 0 1
C -2.147 1.030 -0.066
C 0.926 0.442 -1.471
O -1.986 -0.147 0.095
O 0.639 1.597 -1.381
H -0.360 -1.523 1.079
H -2.304 1.730 0.770
H -2.144 1.501 -1.071
H 0.228 -0.322 -1.844
C 0.645 -1.505 1.379
C 1.794 -1.442 1.694
H 2.800 -1.414 1.999
H 1.911 0.051 -1.184
*
```

Need the Löwdin charges? In units of e they are: -0.14, -0.16, -0.03, -0.01, -0.01, 0.09, 0.09, 0.08, 0.00, 0.00, 0.01, 0.07

***

(3)
Here is a cluster of 2 separate species, C14H37BIN4O4P2 in total in a non-equilibrium geometry from OMol25. Energies are from wB97M-V/def2-TZVPD.

The calculation puts the strongest force on any atom at 9.12 eV Å⁻¹. The calculation puts the lowest unoccupied orbital energy at -4.79 eV. Its total energy is -56610.0731 eV.

```
! wB97M-V def2-TZVPD RIJCOSX def2/J DEFGRID3
* xyz 1 1
C -4.357 2.777 -6.137
C -3.341 2.313 -7.354
O -2.124 3.126 -7.478
C -0.905 2.385 -7.129
O -0.576 1.150 -7.514
C 0.237 3.177 -6.199
C 0.840 2.147 -5.075
C 1.908 2.869 -4.020
P 1.789 1.830 -2.394
I 3.907 0.577 -2.051
B 1.294 2.888 -0.851
O 0.325 3.984 -1.095
N 1.891 2.548 0.504
C 0.870 1.929 1.442
C 2.498 3.814 1.072
H -5.458 2.550 -6.537
H -4.218 2.054 -5.206
H -4.255 3.914 -5.840
H -3.169 1.162 -7.247
H -3.960 2.475 -8.361
H 1.128 3.412 -6.954
H -0.161 4.191 -5.762
H 1.406 1.211 -5.516
H -0.073 1.759 -4.424
H 1.660 4.009 -3.852
H 3.000 2.698 -4.457
H 0.761 0.825 -2.556
H 0.825 4.603 -1.736
H 0.859 2.446 2.515
H 1.098 0.788 1.599
H -0.235 2.087 1.023
H 3.550 3.571 1.548
H 2.657 4.658 0.245
H 1.855 4.312 1.937
O 0.251 -0.861 3.341
P -0.030 -2.156 4.142
N 1.382 -2.885 3.485
C 1.596 -4.259 3.061
C 2.647 -2.296 3.936
N -1.370 -2.577 3.133
C -1.451 -3.766 2.302
C -2.071 -1.486 2.444
N -0.354 -3.644 5.062
C -1.699 -3.639 5.694
C 0.575 -3.836 6.198
H 1.612 -4.973 3.887
H 2.552 -4.368 2.533
H 0.865 -4.597 2.332
H 2.901 -2.611 4.951
H 2.603 -1.202 3.935
H 3.483 -2.562 3.278
H -0.832 -3.674 1.404
H -2.482 -3.946 1.974
H -1.180 -4.673 2.849
H -1.518 -1.152 1.556
H -2.218 -0.633 3.116
H -3.075 -1.793 2.126
H -1.822 -2.769 6.347
H -1.857 -4.549 6.286
H -2.512 -3.630 4.963
H 0.602 -2.950 6.842
H 1.593 -4.049 5.873
H 0.285 -4.702 6.806
*
```

Need the Löwdin charges? In units of e they are: -0.10, -0.23, -0.09, -0.25, -0.01, -0.09, -0.25, -0.34, 0.66, 0.58, -0.63, 0.03, -0.21, -0.08, -0.11, 0.09, 0.08, 0.09, 0.13, 0.14, 0.15, 0.13, 0.14, 0.11, 0.11, 0.11, 0.03, 0.12, 0.12, 0.09, 0.11, 0.11, 0.11, 0.12, -0.34, 0.77, -0.32, -0.13, -0.14, -0.34, -0.15, -0.15, -0.26, -0.13, -0.13, 0.07, 0.08, 0.05, 0.06, 0.07, 0.08, 0.08, 0.08, 0.07, 0.07, 0.07, 0.08, 0.09, 0.09, 0.07, 0.09, 0.06, 0.09

***

(4)
Here is a cluster of 2 separate species, CH2FNO2 in total in a non-equilibrium geometry from OMol25. Energies are from wB97M-V/def2-TZVPD.

The calculation puts the strongest force on any atom at 2.78 eV Å⁻¹. The calculation puts the lowest unoccupied orbital energy (alpha / beta) at -0.26 / -1.38 eV. The energy above the lowest of the compared OMol25 structures with the same formula, charge and spin is 382.5 kJ/mol. Its total energy is -9366.2342 eV.

```
! wB97M-V def2-TZVPD RIJCOSX def2/J DEFGRID3
* xyz 0 1
C -0.957 0.521 0.138
N 1.241 -0.584 -0.076
O 2.139 -0.435 0.723
O 1.193 -1.174 -1.117
F -1.710 0.126 -0.898
H -1.162 0.025 1.003
H -0.744 1.521 0.228
*
```

Need the Löwdin charges? In units of e they are: 0.05, -0.26, 0.05, 0.06, 0.00, 0.04, 0.05

***

Copy entry 2 word for word.
Here is a cluster of 3 separate species, C4H6O2 in total from OMol25. Energies are from wB97M-V/def2-TZVPD.

The calculation puts the strongest force on any atom at 0.76 eV Å⁻¹. The calculation puts the lowest unoccupied orbital energy at 0.69 eV. The energy above the lowest of the compared OMol25 structures with the same formula, charge and spin is 406.5 kJ/mol. Its total energy is -8336.2481 eV. As for the SMILES: C#C.C=O.C=O.

```
! wB97M-V def2-TZVPD RIJCOSX def2/J DEFGRID3
* xyz 0 1
C -2.147 1.030 -0.066
C 0.926 0.442 -1.471
O -1.986 -0.147 0.095
O 0.639 1.597 -1.381
H -0.360 -1.523 1.079
H -2.304 1.730 0.770
H -2.144 1.501 -1.071
H 0.228 -0.322 -1.844
C 0.645 -1.505 1.379
C 1.794 -1.442 1.694
H 2.800 -1.414 1.999
H 1.911 0.051 -1.184
*
```

Need the Löwdin charges? In units of e they are: -0.14, -0.16, -0.03, -0.01, -0.01, 0.09, 0.09, 0.08, 0.00, 0.00, 0.01, 0.07